ORCA calculation (wB97M-V/def2-TZVPD) on a structure of composition C40H31Cl2N4O2P2PdSe2 at a distorted geometry.

Positions of all 84 atoms, in Å:
Pd -0.15 -0.01 -0.19
Se -2.50 1.88 6.43
P -3.36 1.24 4.66
C -4.19 -0.36 4.84
C -3.72 -1.51 4.21
C -4.33 -2.74 4.45
C -5.40 -2.84 5.31
C -5.86 -1.70 5.97
C -5.25 -0.48 5.75
C -4.50 2.50 4.02
C -5.79 2.66 4.52
C -6.58 3.71 4.10
C -6.09 4.63 3.18
C -4.80 4.50 2.70
C -4.01 3.44 3.11
C -2.18 0.96 3.28
C -2.25 0.65 1.92
N -0.98 0.43 1.53
N -0.17 0.62 2.56
N -0.87 0.93 3.61
P -3.45 0.49 0.61
Se -2.34 -0.40 -1.04
C -4.85 -0.50 1.10
C -4.93 -1.83 0.69
C -6.01 -2.61 1.08
C -7.00 -2.06 1.88
C -6.92 -0.73 2.29
C -5.85 0.05 1.90
C -4.02 2.12 0.09
C -3.05 3.09 -0.16
C -3.42 4.31 -0.69
C -4.75 4.57 -0.99
C -5.71 3.60 -0.76
C -5.35 2.37 -0.23
H -2.88 -1.46 3.54
H -3.95 -3.62 3.95
H -5.87 -3.79 5.49
H -6.67 -1.77 6.68
H -5.57 0.38 6.33
H -6.18 1.97 5.26
H -7.58 3.83 4.50
H -6.70 5.46 2.86
H -4.40 5.23 2.00
H -2.99 3.36 2.75
H -4.16 -2.25 0.06
H -6.07 -3.64 0.76
H -7.84 -2.67 2.18
H -7.70 -0.31 2.91
H -5.80 1.08 2.22
H -2.01 2.87 0.04
H -2.66 5.06 -0.89
H -5.03 5.52 -1.42
H -6.75 3.79 -1.01
H -6.11 1.61 -0.08
Cl 2.69 -2.43 -3.49
C 0.95 -2.06 -3.64
Cl 0.65 -1.00 -5.02
C 0.51 -1.47 -2.31
O 0.16 -2.24 -1.41
O 0.57 -0.20 -2.16
H 0.44 -3.00 -3.81
C 3.43 -2.84 2.80
C 3.79 -1.52 3.11
C 3.25 -0.49 2.41
C 2.31 -0.76 1.36
C 1.89 -2.11 1.12
C 2.48 -3.13 1.82
N 1.74 0.22 0.65
C 2.38 1.41 0.48
C 3.79 1.50 0.43
C 4.40 2.72 0.25
C 3.61 3.86 0.12
C 2.21 3.79 0.14
C 1.59 2.57 0.28
H 3.86 -3.65 3.37
H 4.48 -1.33 3.93
H 3.44 0.54 2.69
H 1.15 -2.30 0.35
H 2.21 -4.16 1.62
H 4.38 0.59 0.44
H 5.47 2.79 0.17
H 4.09 4.82 -0.02
H 1.62 4.69 0.03
H 0.52 2.48 0.31

Computed properties:
gap between HOMO and LUMO: 0.1137 hartree
energy relative to the best compared isomer or geometry (same formula, charge and spin): 12.5 kcal per mole
E_LUMO: -6.5 eV
maximum force: 1.0 eV/Å
spin multiplicity: 1
charge: +1
highest occupied orbital energy: -0.352 Ha

So, what does the Löwdin scheme give us? The charges, in e, come out as: 0.75, 0.31, 0.46, -0.35, -0.09, -0.07, -0.07, -0.07, -0.10, -0.37, -0.09, -0.06, -0.07, -0.07, -0.10, -0.41, -0.41, -0.22, -0.03, 0.02, 0.73, 0.62, -0.35, -0.09, -0.06, -0.05, -0.05, -0.09, -0.36, -0.11, -0.07, -0.06, -0.06, -0.06, 0.10, 0.11, 0.11, 0.11, 0.09, 0.09, 0.11, 0.11, 0.10, 0.10, 0.07, 0.11, 0.11, 0.12, 0.09, 0.09, 0.11, 0.11, 0.11, 0.11, 0.60, -1.00, 0.63, -0.84, -0.09, -0.19, 0.07, 0.01, -0.02, 0.03, -0.23, 0.06, -0.02, 0.08, -0.24, 0.02, -0.03, 0.00, -0.03, 0.02, 0.13, 0.12, 0.13, 0.09, 0.13, 0.13, 0.12, 0.12, 0.12, 0.09